[1]
{
  "formula": "C29H40NO2S3Tl",
  "method": "ωB97M-V/def2-TZVPD",
  "species": ["Tl", "C", "C", "C", "C", "C", "C", "C", "N", "C", "C", "C", "C", "C", "C", "O", "C", "C", "C", "C", "C", "C", "C", "C", "C", "O", "C", "C", "C", "C", "C", "C", "H", "H", "H", "H", "H", "H", "H", "H", "H", "H", "H", "H", "H", "H", "H", "H", "H", "H", "H", "H", "H", "H", "H", "H", "H", "H", "H", "H", "H", "H", "H", "H", "H", "H", "H", "H", "H", "H", "H", "H", "S", "C", "S", "S"],
  "xyz": [[1.795314, -1.705844, 2.777764], [0.044753, 3.697590, -2.359994], [0.825527, 2.578557, -3.062464], [-0.151404, 1.764729, -3.922931], [1.846909, 3.229978, -3.995799], [1.485455, 1.667275, -2.023562], [0.705347, 1.042851, -1.063633], [1.256554, 0.228456, -0.057906], [0.563610, -0.299912, 0.992151], [-0.768619, -0.564758, 0.995089], [-1.531138, -0.836295, -0.158992], [-2.871665, -1.168390, -0.102557], [-3.477390, -1.176441, 1.166551], [-2.786822, -0.961281, 2.349928], [-1.372495, -0.699373, 2.318357], [-0.674524, -0.556245, 3.362079], [-3.494273, -0.955219, 3.706366], [-4.975115, -1.325260, 3.598311], [-3.392173, 0.457532, 4.299649], [-2.845535, -1.952925, 4.680598], [-3.632025, -1.505898, -1.387675], [-2.875124, -2.576428, -2.187069], [-5.035629, -2.044898, -1.104888], [-3.763129, -0.247882, -2.257750], [2.687764, -0.010315, -0.022611], [3.189093, -0.787881, 0.858984], [3.481477, 0.643491, -1.015135], [2.867843, 1.440896, -1.975158], [4.996975, 0.426208, -0.999732], [5.303214, -1.057672, -1.255759], [5.715760, 1.243379, -2.075237], [5.580280, 0.835708, 0.362007], [-0.416508, 4.367966, -3.094266], [0.712690, 4.283398, -1.724759], [-0.745319, 3.293638, -1.725559], [-0.653745, 2.402735, -4.659323], [-0.916186, 1.293075, -3.302957], [0.380818, 0.971676, -4.453871], [1.325649, 3.859913, -4.723541], [2.422860, 2.483255, -4.547292], [2.548981, 3.859164, -3.443508], [-0.362159, 1.223506, -1.027103], [-1.012675, -0.809343, -1.109607], [-4.534894, -1.392871, 1.223285], [-5.539456, -0.602415, 3.002737], [-5.410224, -1.342248, 4.602078], [-5.109761, -2.315653, 3.154516], [-3.902322, 1.177970, 3.654347], [-2.344031, 0.744635, 4.386162], [-3.850604, 0.494967, 5.295240], [-2.861950, -2.962518, 4.257444], [-3.407469, -1.966604, 5.621604], [-1.808550, -1.687754, 4.871889], [-2.766314, -3.487787, -1.593857], [-1.874361, -2.240868, -2.461740], [-3.416859, -2.821047, -3.107572], [-5.004528, -2.891262, -0.415007], [-5.493519, -2.383186, -2.039903], [-5.683947, -1.278541, -0.672947], [-2.778586, 0.160031, -2.494859], [-4.325152, 0.523392, -1.725631], [-4.278590, -0.467903, -3.200372], [3.493296, 1.930036, -2.708078], [4.858547, -1.376842, -2.203146], [4.887751, -1.665815, -0.453407], [6.386579, -1.221957, -1.306432], [5.424110, 0.941450, -3.085393], [6.794213, 1.087475, -1.975917], [5.519377, 2.313806, -1.966821], [5.099328, 0.289298, 1.170825], [5.431769, 1.907047, 0.528925], [6.657282, 0.632680, 0.382710], [4.932801, -1.476245, 7.227406], [4.380613, -1.501337, 5.624166], [3.673061, -0.215469, 4.837581], [4.869169, -2.957177, 4.942967]],
  "forces_ev_per_angstrom": [[-0.02, 0.01, -0.15], [0.01, 0.05, 0.02], [0.02, -0.07, 0.03], [-0.01, -0.05, -0.01], [0.00, 0.04, -0.03], [-0.01, -0.05, 0.05], [0.03, -0.03, 0.14], [-0.06, -0.05, 0.02], [-0.22, 0.00, -0.10], [0.26, -0.02, -0.11], [-0.09, 0.09, 0.03], [0.16, 0.03, 0.01], [0.04, -0.09, 0.18], [-0.16, -0.04, -0.11], [0.00, 0.06, -0.09], [0.12, 0.07, 0.01], [0.03, -0.03, 0.00], [-0.04, 0.02, 0.00], [0.04, 0.04, 0.07], [0.00, -0.12, -0.06], [0.03, 0.03, 0.02], [0.03, -0.05, 0.03], [-0.05, -0.01, -0.03], [0.00, 0.03, -0.02], [-0.05, -0.09, 0.04], [-0.06, 0.01, 0.05], [0.02, 0.05, -0.15], [0.05, -0.01, 0.12], [-0.04, -0.01, 0.02], [0.00, -0.04, 0.03], [0.02, 0.03, -0.02], [0.03, 0.07, 0.00], [0.00, -0.01, 0.01], [-0.01, 0.00, -0.01], [0.02, 0.00, -0.01], [0.01, 0.00, 0.01], [0.03, 0.02, -0.01], [-0.01, 0.01, 0.00], [0.02, 0.00, 0.01], [-0.02, 0.00, 0.01], [-0.01, -0.01, 0.00], [-0.01, 0.05, 0.00], [0.00, -0.06, -0.02], [-0.01, 0.01, 0.03], [0.02, -0.01, -0.02], [-0.01, 0.01, -0.02], [0.00, 0.01, 0.02], [-0.01, 0.00, 0.01], [-0.04, -0.01, 0.00], [-0.01, -0.01, -0.03], [-0.04, 0.02, 0.01], [0.03, 0.00, 0.00], [-0.05, 0.02, 0.00], [-0.01, 0.02, -0.02], [-0.03, 0.00, 0.00], [0.01, 0.01, 0.01], [0.01, 0.00, -0.03], [-0.01, 0.03, 0.02], [0.02, -0.02, 0.02], [-0.03, -0.01, 0.01], [0.02, 0.00, -0.01], [0.00, -0.01, 0.03], [0.01, -0.02, -0.01], [0.03, 0.00, 0.00], [0.00, 0.01, -0.03], [-0.04, 0.01, 0.01], [-0.01, 0.00, 0.01], [-0.02, 0.00, -0.02], [0.02, -0.02, 0.00], [0.02, 0.01, -0.03], [0.01, -0.02, -0.01], [-0.02, 0.01, 0.01], [-0.02, -0.22, 0.28], [0.27, 0.71, -0.22], [-0.20, 0.05, 0.03], [-0.01, -0.46, -0.03]],
  "total_charge": -2,
  "homo_lumo_gap_ev": [5.546, 4.793],
  "lumo_ev": [4.115, 3.809]
}

[2]
{
  "formula": "C27H19BF5N10O5SSc",
  "method": "ωB97M-V/def2-TZVPD",
  "species": ["Sc", "C", "C", "N", "N", "C", "B", "N", "C", "C", "C", "N", "N", "C", "C", "C", "N", "N", "C", "C", "C", "N", "H", "H", "H", "H", "H", "H", "H", "H", "H", "H", "H", "H", "O", "C", "C", "C", "C", "C", "C", "C", "N", "C", "C", "N", "H", "H", "H", "H", "H", "H", "H", "O", "S", "O", "O", "O", "F", "C", "C", "C", "F", "C", "F", "C", "F", "C", "F"],
  "xyz": [[0.301280, 0.035511, 0.019790], [-2.691335, -2.130196, -2.385993], [-1.656861, -2.070190, -1.444458], [-0.881420, -1.022767, -1.679772], [-1.376217, -0.396483, -2.764311], [-2.480854, -1.035684, -3.195519], [-0.842468, 1.001602, -3.144345], [0.711584, 1.030392, -3.075533], [1.571285, 1.438762, -4.026088], [2.846732, 1.402616, -3.502877], [2.667755, 0.956041, -2.188792], [1.386417, 0.735460, -1.944865], [-1.414600, 1.989181, -2.097023], [-2.053604, 3.168148, -2.181670], [-2.333389, 3.603002, -0.902101], [-1.808049, 2.609412, -0.073331], [-1.264196, 1.641175, -0.795887], [-1.239614, 1.303027, -4.587761], [-1.145261, 0.437591, -5.625175], [-1.319735, 1.146197, -6.788299], [-1.501204, 2.471241, -6.353710], [-1.440373, 2.561433, -5.037556], [-3.475476, -2.861904, -2.463539], [-1.439441, -2.713375, -0.607209], [-3.034504, -0.675010, -4.045229], [1.222795, 1.738094, -5.000127], [3.764882, 1.667170, -3.995546], [3.397348, 0.775342, -1.415379], [-2.250091, 3.604755, -3.143401], [-2.835757, 4.508856, -0.613994], [-1.784497, 2.554986, 1.004283], [-0.946840, -0.607702, -5.459371], [-1.317719, 0.766578, -7.794659], [-1.674885, 3.358021, -6.942110], [-0.551705, -0.963036, 1.389604], [-0.100895, -1.755846, 2.377872], [-0.753602, -1.829788, 3.583074], [-0.293361, -2.657307, 4.626817], [0.847005, -3.427872, 4.420841], [1.510387, -3.396328, 3.208433], [1.065820, -2.564860, 2.133733], [1.710001, -2.559246, 0.888592], [1.487766, -1.744208, -0.200700], [2.280072, -2.227236, -1.223668], [3.021436, -3.269974, -0.801456], [2.700299, -3.463787, 0.535177], [-1.659292, -1.243785, 3.695542], [-0.821874, -2.692281, 5.571244], [1.223075, -4.057730, 5.218509], [2.410160, -3.990528, 3.094789], [2.263070, -1.778900, -2.202231], [3.743265, -3.878286, -1.316264], [2.994102, -4.230393, 1.107744], [1.236659, 2.392544, 0.542275], [1.742879, 1.856719, 1.793244], [2.612047, 2.667461, 2.578079], [0.291615, 1.794898, 2.596741], [2.086392, 0.451173, 1.607321], [-2.133995, 2.203686, 3.519765], [-1.247122, 1.592018, 4.316229], [0.044180, 1.369835, 3.854958], [0.937261, 0.718414, 4.702440], [2.177457, 0.447640, 4.318419], [0.541670, 0.313563, 5.967004], [1.409825, -0.305604, 6.766482], [-0.750958, 0.534966, 6.404064], [-1.133803, 0.130383, 7.620230], [-1.648855, 1.175721, 5.571923], [-2.902653, 1.396688, 5.984732]],
  "forces_ev_per_angstrom": [[0.59, 0.06, -0.71], [0.02, -0.01, 0.00], [0.01, -0.06, -0.04], [-0.10, 0.06, 0.17], [-0.01, 0.02, -0.04], [0.00, -0.03, -0.04], [0.04, 0.07, 0.10], [-0.07, -0.08, 0.06], [0.06, 0.02, -0.04], [-0.04, 0.00, 0.02], [0.04, 0.02, -0.03], [-0.13, 0.06, 0.08], [0.03, -0.08, -0.05], [-0.04, 0.05, 0.00], [0.00, -0.03, -0.03], [-0.06, 0.02, 0.04], [0.22, -0.12, 0.18], [-0.02, 0.07, -0.03], [0.01, -0.02, -0.03], [0.01, -0.02, 0.00], [-0.01, 0.00, -0.01], [-0.01, 0.02, 0.02], [-0.01, -0.01, 0.00], [0.02, 0.01, 0.02], [-0.01, 0.01, -0.01], [-0.02, 0.00, -0.01], [0.02, 0.00, -0.01], [0.00, 0.00, 0.02], [0.00, 0.00, -0.01], [-0.01, 0.01, 0.00], [0.02, 0.00, -0.02], [0.00, -0.02, 0.00], [0.00, -0.01, -0.02], [0.00, 0.02, -0.01], [-0.30, 0.25, 0.37], [0.16, -0.30, -0.03], [-0.17, -0.02, -0.04], [-0.01, -0.03, 0.07], [-0.02, 0.04, -0.08], [-0.01, -0.02, 0.06], [-0.04, 0.09, -0.02], [-0.02, -0.03, -0.14], [0.08, -0.10, 0.22], [-0.03, 0.05, -0.06], [0.04, -0.09, -0.05], [0.04, 0.09, 0.10], [0.00, 0.03, 0.03], [-0.01, 0.01, 0.00], [0.02, -0.02, 0.01], [0.01, 0.00, 0.00], [0.01, 0.01, -0.01], [0.02, 0.01, 0.00], [-0.06, -0.03, -0.02], [-0.12, -0.12, 0.00], [0.06, 0.04, 0.07], [0.06, -0.03, -0.03], [-0.30, 0.18, -0.13], [-0.20, 0.02, -0.19], [0.03, -0.02, 0.05], [-0.09, -0.02, 0.11], [0.32, -0.09, 0.16], [-0.05, 0.03, 0.00], [0.01, -0.02, 0.14], [-0.10, 0.01, -0.02], [0.00, 0.00, -0.01], [0.07, 0.01, -0.04], [0.01, -0.01, 0.00], [0.02, 0.03, -0.08], [0.01, 0.00, -0.01]],
  "total_charge": -1,
  "homo_lumo_gap_ev": [3.790, 6.927],
  "multiplicity": 2,
  "lumo_ev": [2.508, 2.497],
  "relative_energy_kj_mol": 94.3
}

[3]
{
  "formula": "C18H19N5O2S",
  "method": "ωB97M-V/def2-TZVPD",
  "species": ["O", "O", "N", "N", "S", "C", "C", "C", "C", "C", "C", "C", "C", "C", "C", "C", "C", "N", "N", "N", "C", "C", "C", "C", "C", "C", "H", "H", "H", "H", "H", "H", "H", "H", "H", "H", "H", "H", "H", "H", "H", "H", "H", "H", "H"],
  "xyz": [[-1.615964, 3.218495, 0.712256], [-4.783039, 1.554544, 3.592574], [-0.521941, -0.340368, 3.419856], [0.634263, -0.470858, -0.846428], [2.568239, 1.084590, -1.731531], [-2.102630, 2.339319, 1.430463], [-3.709269, 1.561577, 3.001187], [0.337530, -0.188341, 2.487078], [1.361344, 0.550663, -0.542445], [-1.456463, 0.573055, 2.984979], [-1.136302, 1.339662, 1.938443], [4.981265, -1.670554, -3.438818], [4.178078, -2.876823, -3.269312], [4.440498, -0.452977, -3.027838], [2.903300, -2.704594, -2.874127], [3.217888, -0.452159, -2.418837], [2.340172, -1.496909, -2.510151], [-3.322760, 2.494873, 2.005051], [-2.786610, 0.587522, 3.479496], [0.113933, 0.930065, 1.633321], [-4.279488, 3.349487, 1.246864], [-3.001292, 0.049864, 4.815975], [1.092646, 1.418931, 0.638850], [0.291328, -2.498317, -1.603460], [0.045381, -0.742001, -3.215245], [0.946007, -1.301617, -2.081416], [1.280858, -0.771757, 2.424554], [5.902024, -1.808751, -3.932861], [4.589268, -3.826405, -3.725031], [5.172930, 0.364072, -2.888178], [2.342281, -3.652109, -2.944775], [-4.216494, 2.971533, 0.205154], [-4.050459, 4.353796, 1.417934], [-5.309728, 3.310122, 1.543024], [-4.062724, -0.270959, 5.019331], [-2.622023, 0.849016, 5.493182], [-2.522432, -0.948867, 5.019349], [2.060576, 1.542267, 1.199361], [0.835463, 2.396586, 0.282135], [-0.013148, -3.153106, -2.338384], [0.886049, -3.031027, -0.931037], [-0.587553, -2.265175, -1.069566], [0.536212, 0.188685, -3.534290], [0.096980, -1.443978, -4.076690], [-1.054192, -0.661072, -2.989999]],
  "forces_ev_per_angstrom": [[-1.02, -0.49, -0.72], [0.29, 1.10, -1.48], [-1.89, 0.50, -0.77], [2.28, 2.07, 0.78], [1.21, 0.80, 0.15], [4.37, 1.93, -0.23], [-0.84, -1.23, 2.31], [3.54, 1.48, -1.70], [-1.50, -2.62, -2.17], [-3.44, -0.97, 2.22], [-2.13, 0.33, 0.41], [-2.62, -1.90, 0.52], [3.32, 1.90, -2.17], [3.06, -0.50, 0.75], [-1.84, -2.56, -0.15], [-1.79, 1.79, 0.09], [0.85, 0.10, 0.87], [-1.23, -2.13, 0.78], [0.89, 0.75, -1.26], [2.19, -2.08, -1.05], [0.10, -1.86, -0.44], [-0.77, -0.97, 1.08], [1.09, -0.28, 1.66], [-0.60, -1.71, 0.51], [0.47, -0.03, -0.90], [-2.96, 1.45, 0.73], [-0.73, 0.70, -0.13], [1.13, 0.40, -0.21], [-0.73, 1.06, 1.00], [-0.88, -0.09, -0.46], [-0.37, 0.81, 0.38], [0.02, 0.95, 0.50], [0.94, 1.55, -0.41], [-0.33, -0.99, 0.73], [0.90, 1.27, -0.45], [-0.55, -0.96, 0.20], [0.42, 1.37, -0.73], [-0.76, -0.05, -0.59], [-0.51, 0.59, 0.04], [-0.38, -1.64, -1.99], [1.15, -0.96, 1.21], [-1.01, 0.48, 0.49], [-0.80, 0.06, -0.13], [0.14, 0.35, 0.45], [1.31, 0.24, 0.29]],
  "total_charge": 0,
  "homo_lumo_gap_ev": 8.698,
  "lumo_ev": 0.561,
  "relative_energy_kj_mol": 180.2
}